1.
Entry from the Open Molecules 2025 dataset: 2 unconnected molecules or ions with the total composition CHNS2 at a distorted geometry (ωB97M-V/def2-TZVPD).

Max |F| ... 3.91 eV/A
LUMO energy (alpha / beta) ... -4.39 / -4.39 eV
Frontier orbital gap (alpha / beta) ... 5.59 / 5.60 eV
Energy above the lowest of the compared OMol25 structures with the same formula, charge and spin ... 281.9 kJ/mol
Spin multiplicity ... 1
E_tot ... -24209.7985 eV
Total charge ... 0

Last column: natural (NBO) charge in e.
Geometry (Å):
C (1.699, -0.661, 0.161)  -0.0326
N (1.935, -1.766, -0.159)  -0.2403
S (-1.947, 1.280, -0.279)  -0.0238
S (1.055, 0.841, 0.468)  0.2090
H (-2.742, 0.305, -0.192)  0.0877

2.
Entry from the Open Molecules 2025 dataset: a molecular structure, C2H4FNO at a distorted geometry (ωB97M-V/def2-TZVPD).

Max |F| ... 5.32 eV/A
LUMO energy ... 0.45 eV
Frontier orbital gap ... 10.62 eV
Energy above the lowest of the compared OMol25 structures with the same formula, charge and spin ... 459.3 kJ/mol
Spin multiplicity ... 1
E_tot ... -8389.4868 eV
Total charge ... 0

Last column: natural (NBO) charge in e.
Geometry (Å):
C (1.165, -0.637, -0.172)  0.4001
C (0.304, 0.523, -0.251)  -0.3403
N (-1.208, -0.131, 0.678)  -0.2136
O (2.327, -0.568, -0.382)  -0.4975
F (-2.109, -0.299, -0.420)  -0.2866
H (0.589, -1.608, 0.280)  0.1263
H (0.832, 1.317, 0.233)  0.2283
H (-0.301, 0.788, -1.166)  0.2590
H (-1.600, 0.614, 1.202)  0.3241

3.
Entry from the Open Molecules 2025 dataset: 9 unconnected molecules or ions with the total composition C5H26NO10 at a distorted geometry (ωB97M-V/def2-TZVPD).

Max |F| ... 4.53 eV/A
LUMO energy ... 2.88 eV
Frontier orbital gap ... 8.65 eV
Energy above the lowest of the compared OMol25 structures with the same formula, charge and spin ... 358.9 kJ/mol
Spin multiplicity ... 1
E_tot ... -27572.6279 eV
Total charge ... -1

Last column: natural (NBO) charge in e.
Geometry (Å):
C (1.332, 0.291, 1.192)  -0.5391
C (1.375, -1.089, 1.865)  -0.4146
C (0.246, -2.065, 1.423)  -0.0812
O (-1.088, -1.547, 1.351)  -0.7431
C (1.844, 0.190, -0.190)  0.7074
N (1.909, 1.396, -0.940)  -0.6359
C (1.014, 2.592, -0.789)  -0.4212
O (2.370, -0.822, -0.592)  -0.6543
H (0.438, 0.820, 1.206)  0.2386
H (1.991, 1.000, 1.762)  0.2531
H (2.376, -1.667, 1.840)  0.2285
H (1.341, -0.783, 3.006)  0.2037
H (0.498, -2.522, 0.389)  0.1955
H (0.316, -2.630, 2.246)  0.1666
H (2.027, 1.192, -1.880)  0.3989
H (1.540, 3.561, -0.577)  0.1852
H (0.380, 2.476, 0.051)  0.2028
H (0.477, 2.756, -1.765)  0.2194
H (0.396, 3.248, 3.304)  0.4511
H (-0.438, 1.923, 3.333)  0.5102
O (0.408, 2.376, 3.681)  -0.9929
H (-0.636, -1.143, -2.757)  0.4989
H (0.370, -2.246, -2.902)  0.4599
O (-0.116, -1.647, -3.429)  -0.9796
H (-1.289, -1.299, -0.324)  0.4984
H (-2.267, -1.761, -1.172)  0.5043
O (-1.323, -1.713, -1.221)  -1.0262
H (-3.677, -1.107, 2.498)  0.4463
H (-2.710, 0.665, 2.371)  0.5194
O (-3.475, -0.442, 1.895)  -1.1765
H (-3.801, -0.596, 0.506)  0.5273
H (-3.773, -0.159, -1.231)  0.4582
O (-3.901, -0.777, -0.534)  -1.0939
H (-2.291, 2.214, 2.882)  0.4574
H (-1.203, -0.631, 1.699)  0.5115
O (-2.026, 1.326, 2.764)  -1.0706
H (1.463, 0.377, -4.299)  0.4873
H (0.520, 0.340, -3.087)  0.4708
O (0.801, 0.810, -3.834)  -0.9607
H (2.579, -1.447, -3.733)  0.4643
H (2.931, -0.815, -2.536)  0.4913
O (3.071, -0.641, -3.471)  -0.9662

4.
Entry from the Open Molecules 2025 dataset: a molecular structure, C21H31AsN6O12STm at a distorted geometry (ωB97M-V/def2-TZVPD).

Max |F| ... 3.13 eV/A
LUMO energy (alpha / beta) ... 2.34 / 2.34 eV
Frontier orbital gap (alpha / beta) ... 8.00 / 8.00 eV
Spin multiplicity ... 3
E_tot ... -157005.1323 eV
Total charge ... -1
Expectation value of S² ... 2.00

Last column: Mulliken charge in e.
Geometry (Å):
Tm (0.435, 0.419, -0.142)  0.7472
O (1.706, -3.719, 0.363)  -0.7973
C (1.654, -2.529, 0.667)  -0.0745
O (1.372, -1.565, -0.122)  0.0047
C (1.744, -2.166, 2.162)  -0.0743
C (0.274, -1.992, 2.601)  0.1742
C (0.161, -2.028, 4.131)  -1.0104
C (0.747, -0.648, 4.508)  -1.0795
C (1.079, -0.075, 3.124)  -0.0259
O (0.025, -0.611, 2.293)  -0.2760
C (2.315, -0.766, 2.532)  0.0138
C (2.875, 0.031, 1.312)  0.0189
O (3.945, -0.323, 0.849)  -0.7713
O (2.174, 1.061, 0.974)  -0.5836
H (2.238, -2.987, 2.675)  0.5779
H (-0.431, -2.635, 2.085)  0.1697
H (0.721, -2.860, 4.556)  0.3915
H (-0.884, -2.111, 4.429)  0.3035
H (1.637, -0.715, 5.134)  0.3781
H (0.011, -0.025, 5.016)  0.3629
H (1.082, 1.005, 3.056)  0.6189
H (3.136, -0.852, 3.243)  0.6587
C (-4.767, 3.158, 0.022)  -1.1362
N (-3.977, 1.945, -0.017)  0.1640
C (-4.538, 0.851, -0.786)  -0.7169
C (-2.630, 1.936, 0.284)  0.3206
N (-1.953, 0.870, 0.491)  0.1104
N (-2.068, 3.213, 0.352)  -0.1508
C (-0.706, 3.406, 0.629)  0.1321
N (-0.214, 4.578, 0.082)  -0.5978
N (-0.086, 2.640, 1.440)  -0.5077
H (-4.814, 3.657, -0.954)  0.3228
H (-4.341, 3.843, 0.750)  0.3800
H (-5.784, 2.908, 0.330)  0.3857
H (-5.051, 1.248, -1.666)  0.3568
H (-5.258, 0.268, -0.201)  0.2512
H (-3.746, 0.188, -1.133)  -0.0181
H (-2.519, 0.031, 0.499)  -0.1180
H (-2.328, 3.748, -0.471)  0.3921
H (-0.612, 4.777, -0.829)  0.3613
H (0.794, 4.579, 0.041)  0.2834
H (0.879, 2.933, 1.569)  0.2266
O (1.065, 0.247, -4.344)  -0.6297
As (1.333, -0.559, -2.768)  0.6046
O (1.893, 0.645, -1.828)  -0.5102
O (-0.738, -0.432, -2.177)  0.5080
C (-1.626, -0.027, -3.064)  -0.3319
C (-2.444, -0.968, -3.714)  -0.8155
C (-3.419, -0.571, -4.608)  -0.6347
C (-3.614, 0.777, -4.895)  -0.7885
C (-2.811, 1.720, -4.275)  -0.6715
C (-1.841, 1.328, -3.367)  0.8278
S (-0.791, 2.581, -2.677)  1.0543
O (0.221, 2.871, -3.668)  -0.8211
O (-1.674, 3.729, -2.420)  -0.9594
O (-0.249, 2.063, -1.408)  -0.0132
H (1.001, 1.214, -4.213)  0.3669
H (-2.271, -2.016, -3.503)  0.4689
H (-4.035, -1.319, -5.092)  0.4006
H (-4.377, 1.083, -5.598)  0.3790
H (-2.924, 2.776, -4.487)  0.4764
C (-1.248, -5.219, -0.991)  -0.9779
N (-1.759, -4.001, -0.409)  0.4416
C (-2.899, -4.102, 0.475)  -1.0025
C (-1.096, -2.835, -0.554)  -0.4413
O (-1.380, -1.799, 0.031)  -0.3090
H (-0.996, -5.940, -0.208)  0.3156
H (-0.337, -4.995, -1.544)  0.2796
H (-1.985, -5.674, -1.659)  0.3382
H (-3.766, -4.491, -0.066)  0.3708
H (-3.120, -3.108, 0.854)  0.1907
H (-2.683, -4.772, 1.312)  0.3233
H (-0.246, -2.897, -1.239)  0.3916

5.
Entry from the Open Molecules 2025 dataset: a single C5H9NO2 molecule at a distorted geometry (ωB97M-V/def2-TZVPD).

Max |F| ... 3.72 eV/A
LUMO energy ... 0.74 eV
SMILES ... CC(=O)N(C)CC=O
Frontier orbital gap ... 10.06 eV
Energy above the lowest of the compared OMol25 structures with the same formula, charge and spin ... 215.2 kJ/mol
Spin multiplicity ... 1
E_tot ... -10914.3453 eV
Total charge ... 0

Last column: natural (NBO) charge in e.
Geometry (Å):
C (-0.236, -2.279, -0.367)  -0.7296
C (0.169, -1.023, 0.453)  0.7119
N (-0.532, 0.173, 0.002)  -0.5023
C (-1.205, 0.868, 1.170)  -0.4051
C (0.229, 1.035, -0.927)  -0.3269
C (1.583, 1.479, -0.476)  0.3839
O (2.130, 2.509, -0.887)  -0.5178
O (0.758, -1.087, 1.498)  -0.5431
H (0.622, -2.833, -0.935)  0.2360
H (-0.616, -3.005, 0.336)  0.2472
H (-0.920, -2.056, -1.158)  0.2285
H (-0.583, 1.394, 1.927)  0.1956
H (-1.791, 0.159, 1.642)  0.2032
H (-1.819, 1.488, 0.598)  0.2005
H (0.439, 0.329, -1.824)  0.2316
H (-0.399, 1.901, -1.286)  0.2419
H (2.171, 0.949, 0.234)  0.1445

6.
Entry from the Open Molecules 2025 dataset: 2 unconnected molecules or ions with the total composition C3H10NO at a distorted geometry (ωB97M-V/def2-TZVPD).

Max |F| ... 1.95 eV/A
LUMO energy (alpha / beta) ... 0.90 / -1.64 eV
Frontier orbital gap (alpha / beta) ... 9.44 / 6.90 eV
Energy above the lowest of the compared OMol25 structures with the same formula, charge and spin ... 130.8 kJ/mol
Spin multiplicity ... 2
E_tot ... -6807.3906 eV
Total charge ... 0
Expectation value of S² ... 0.75

Last column: natural (NBO) charge in e.
Geometry (Å):
C (2.643, 0.487, -1.765)  -0.3286
O (1.974, 0.849, -0.670)  -0.2774
H (3.677, 0.847, -1.759)  0.1587
H (2.106, 0.757, -2.693)  0.2287
H (2.722, -0.584, -2.034)  0.2191
C (-1.118, -1.432, 1.024)  -0.4202
N (-1.965, -0.262, 1.288)  -0.6211
C (-1.271, 0.958, 0.912)  -0.4183
H (-1.371, -2.236, 1.714)  0.1931
H (-0.066, -1.159, 1.047)  0.1977
H (-1.263, -1.868, 0.030)  0.1671
H (-2.793, -0.326, 0.712)  0.3489
H (-1.087, 0.999, -0.174)  0.1556
H (-1.902, 1.839, 1.047)  0.1936
H (-0.285, 1.131, 1.321)  0.2032

7.
Entry from the Open Molecules 2025 dataset: a molecular structure, H20O10 at a distorted geometry (ωB97M-V/def2-TZVPD).

Max |F| ... 16.51 eV/A
LUMO energy ... -0.59 eV
Frontier orbital gap ... 6.48 eV
Energy above the lowest of the compared OMol25 structures with the same formula, charge and spin ... 2173.0 kJ/mol
Spin multiplicity ... 1
E_tot ... -20780.0912 eV
Total charge ... 0

Last column: natural (NBO) charge in e.
Geometry (Å):
O (13.582, 12.627, -10.083)  -0.9118
H (14.357, 12.619, -9.520)  0.4936
H (13.932, 12.623, -10.973)  0.4839
O (12.306, 13.948, -9.275)  -0.9822
H (12.900, 13.261, -9.576)  0.4161
H (11.944, 14.322, -10.079)  0.4289
O (15.231, 13.917, -11.113)  -0.9383
H (15.471, 14.679, -10.586)  0.4908
H (14.370, 14.134, -11.471)  0.4389
O (12.598, 10.662, -11.009)  -0.9590
H (12.972, 11.263, -10.365)  0.4895
H (13.287, 10.553, -11.664)  0.4338
O (14.546, 10.697, -9.313)  -0.9632
H (14.171, 9.819, -9.369)  0.4883
H (14.674, 10.845, -8.376)  0.4819
O (13.694, 14.452, -12.160)  -0.9290
H (13.284, 14.795, -12.954)  0.4972
H (13.387, 13.547, -12.102)  0.4388
O (11.340, 12.635, -10.711)  -0.9007
H (12.225, 12.282, -10.801)  0.4452
H (10.909, 12.417, -11.537)  0.4067
O (13.188, 12.474, -12.181)  -0.8605
H (12.318, 12.088, -12.288)  0.5423
H (13.703, 12.107, -12.900)  0.5116
O (15.473, 13.020, -9.287)  -0.8370
H (15.605, 13.161, -10.225)  0.4819
H (16.287, 12.615, -8.989)  0.5000
O (14.413, 14.041, -8.027)  -1.0053
H (14.929, 13.889, -7.235)  0.4157
H (14.904, 13.601, -8.721)  0.4019

8.
Entry from the Open Molecules 2025 dataset: 2 unconnected molecules or ions with the total composition C14H16 at a distorted geometry (ωB97M-V/def2-TZVPD).

Max |F| ... 4.93 eV/A
LUMO energy ... 0.86 eV
SMILES ... Cc1ccccc1.Cc1ccccc1
Frontier orbital gap ... 9.52 eV
Energy above the lowest of the compared OMol25 structures with the same formula, charge and spin ... 293.8 kJ/mol
Spin multiplicity ... 1
E_tot ... -14774.7208 eV
Total charge ... 0

Last column: natural (NBO) charge in e.
Geometry (Å):
C (-0.582, -4.242, 1.157)  -0.6530
C (-0.648, -0.450, 3.058)  -0.2124
C (-0.646, -0.468, 1.642)  -0.2074
C (-0.700, -1.622, 3.893)  -0.2193
C (-0.390, -1.726, 1.125)  -0.2337
C (-0.576, -2.852, 3.343)  -0.2379
C (-0.436, -2.865, 1.898)  0.0164
H (-0.608, 0.712, 3.421)  0.2091
H (-0.614, 0.436, 1.043)  0.2253
H (-0.797, -1.321, 5.003)  0.2224
H (-0.411, -1.814, 0.067)  0.2069
H (-0.485, -3.650, 4.026)  0.2225
H (-1.569, -4.611, 1.433)  0.2213
H (0.304, -4.826, 1.355)  0.2186
H (-0.600, -4.386, 0.068)  0.2204
C (0.751, 1.003, -4.333)  -0.6432
C (0.426, 2.947, -0.601)  -0.2577
C (-0.642, 2.755, -1.402)  -0.1842
C (1.636, 2.464, -1.068)  -0.1971
C (-0.610, 2.185, -2.638)  -0.2444
C (1.823, 1.850, -2.249)  -0.2357
C (0.652, 1.720, -3.084)  -0.0052
H (0.385, 3.642, 0.330)  0.2268
H (-1.653, 3.275, -1.140)  0.2042
H (2.482, 2.360, -0.317)  0.2097
H (-1.660, 2.109, -3.133)  0.2255
H (2.796, 1.334, -2.525)  0.2220
H (1.826, 0.690, -4.415)  0.2238
H (0.332, 1.622, -5.257)  0.2251
H (-0.084, 0.237, -4.396)  0.2316

Question: spin multiplicity of number 6 (C3H10NO)?
Answer: 2

Question: max |F| of number 7 (H20O10)?
Answer: 16.51 eV/A

Question: Which value of spin multiplicity does entry 3 give?
Answer: 1

Question: Look up the spin multiplicity of the fourth one.
Answer: 3